{"formula": "C35H49N5OsP", "method": "ωB97M-V with the def2-TZVPD basis set", "relative_energy_kcal_mol": 41.8, "charge": 3, "e_lumo_ev": [-10.808, -11.325], "homo_lumo_gap_ev": [4.663, 4.142], "elements": ["C", "H", "C", "H", "C", "C", "H", "H", "C", "H", "H", "H", "C", "H", "H", "H", "N", "C", "C", "C", "C", "C", "C", "H", "N", "H", "H", "H", "H", "H", "H", "C", "H", "C", "H", "H", "H", "H", "C", "N", "N", "C", "Os", "H", "H", "C", "H", "C", "C", "H", "C", "H", "H", "H", "C", "H", "H", "H", "H", "H", "H", "C", "C", "H", "H", "H", "C", "C", "H", "P", "H", "N", "C", "H", "H", "H", "C", "C", "C", "C", "H", "H", "C", "H", "C", "H", "H", "C", "C", "C", "H"], "coordinates": [[2.291047, -2.890058, -2.352371], [3.790210, 1.634697, -2.580529], [4.801227, 0.280152, -0.171169], [-1.395981, 3.237774, 0.394991], [3.515490, 0.617863, -2.300883], [-4.010375, -2.623840, 2.377951], [-2.769742, -3.833663, 1.096065], [2.519207, 0.414277, -2.685292], [0.564303, 1.726280, -0.763148], [-2.837891, 0.458500, 0.172908], [4.012693, -3.874526, -3.039676], [-0.731481, -4.827511, 1.544409], [-0.403719, -2.835825, 2.350699], [0.238667, -3.803310, 0.480257], [-1.612310, -2.515672, -2.479180], [3.430699, 5.945428, 0.498857], [-0.616462, 1.854421, -1.409831], [0.933271, 6.228525, 1.121136], [-3.128899, -2.796175, 1.140859], [1.480121, 5.093798, 0.536872], [-2.590472, 2.721918, -3.225429], [2.859199, -2.935751, -0.259978], [-2.291820, 1.270277, -3.020317], [-1.760225, 3.242263, -3.704765], [1.170289, 2.852367, -0.284889], [0.696065, -2.024592, -3.451168], [2.175457, 2.775339, -0.143383], [-4.646594, -3.502318, 2.485520], [-2.306514, 5.278589, 1.403325], [-3.290694, -2.608170, -1.018426], [-0.859828, 0.437871, 1.729535], [2.420068, 0.424570, -0.028405], [4.224470, -0.040968, -2.794494], [-1.338883, 0.852706, -2.065771], [-3.642068, 0.614122, -4.535081], [-3.435569, -2.529431, 3.294487], [-1.724974, -4.038920, 3.607661], [-0.114091, -3.761629, 4.244486], [1.563706, -2.662635, -3.620354], [3.482382, -3.501410, -2.265439], [1.880758, -2.539530, -1.137035], [-1.805511, -1.454110, -2.620296], [0.113150, -1.304058, -0.450242], [4.769777, -3.991873, -0.621458], [3.103650, 4.856217, -0.842385], [-1.793158, -0.090580, 1.998223], [-3.895289, 0.121253, 1.556568], [-3.916053, -2.513186, -0.134312], [-0.938394, -3.293573, 3.705392], [0.462737, -2.178940, 2.533745], [3.857935, -3.542813, -0.954606], [-0.896765, 2.800977, -1.652257], [-1.122338, -0.337169, 4.060296], [-2.059732, 1.103410, 3.746157], [-1.142173, -0.520605, -1.819528], [-4.367381, -1.524148, -0.124070], [-0.820539, 7.194035, 1.888819], [-4.720987, -3.241564, -0.218020], [2.791501, -2.754273, 0.794641], [1.573431, 7.066608, 1.349884], [-2.876139, -0.440743, 3.853795], [2.935856, 5.018289, 0.223039], [-1.972388, 0.045204, 3.504394], [-3.002947, 1.624803, 1.495831], [2.212994, -2.195147, -4.360086], [-3.456904, 2.835458, -3.871750], [-1.261871, 5.230565, 1.138993], [0.038266, -4.057818, 1.531625], [5.704184, 0.289453, -0.760664], [-1.530314, -1.810699, 1.260566], [5.846274, 0.014587, 1.671592], [1.148618, 0.556223, -0.633105], [-0.753703, 4.089915, 0.558923], [1.574035, 0.261133, 1.938950], [-3.206211, -1.783751, -4.199786], [3.422005, 4.210429, 0.776045], [4.880311, 0.119974, 1.201900], [3.722744, 0.102208, 1.973282], [3.581358, 0.437264, -0.818285], [-2.952796, 0.566305, 1.251913], [0.935404, -4.499991, 1.959888], [1.235138, -3.613605, -4.040621], [-2.694267, -1.049433, -3.598486], [-1.309519, -2.474763, 4.316781], [2.494122, 0.250345, 1.360728], [-4.667654, -1.763951, 2.274053], [-2.819694, 3.214287, -2.280351], [-2.941564, 0.306133, -3.775684], [-0.417237, 6.309726, 1.420252], [0.608752, 4.007692, 0.242715], [3.788547, -0.011500, 3.043993]], "forces_ev_per_angstrom": [[-0.29, 0.07, -0.85], [-0.02, 0.08, -0.07], [-0.03, -0.01, 0.17], [-0.16, -0.02, 0.05], [0.04, 0.02, -0.08], [0.22, 0.13, 0.25], [0.09, 0.19, 0.04], [-0.06, 0.00, -0.12], [0.13, 2.09, 0.31], [-0.17, 0.08, -0.08], [-0.08, 0.00, -0.07], [-0.05, -0.03, -0.07], [0.02, 0.23, -0.30], [0.11, -0.21, 0.00], [-0.03, 0.07, -0.04], [0.06, -0.03, 0.00], [-0.27, -0.40, -0.26], [-0.28, -0.17, 0.01], [0.31, 0.03, -0.78], [-0.78, -0.66, -0.33], [0.00, 0.06, -0.08], [0.75, -0.31, 0.46], [-0.08, -0.09, 0.14], [0.07, 0.08, -0.01], [0.56, -2.04, -0.80], [0.10, -0.06, -0.07], [-0.25, -0.25, 0.15], [0.03, -0.05, -0.10], [-0.11, 0.04, -0.01], [-0.12, -0.02, -0.04], [-0.18, -0.18, 0.02], [1.05, 0.15, 0.59], [0.08, -0.06, -0.09], [0.20, 0.59, -0.04], [-0.11, 0.13, -0.09], [-0.10, -0.01, 0.10], [-0.04, -0.03, -0.09], [-0.01, -0.02, 0.03], [-0.02, -0.03, -0.16], [-0.53, 0.27, -0.05], [-1.36, 1.21, 0.45], [-0.82, -0.28, -0.91], [1.03, 1.68, -3.03], [0.21, -0.09, 0.07], [0.08, 0.00, -0.08], [0.13, 0.03, -0.50], [-0.12, 0.01, -0.06], [0.08, -0.16, -0.10], [-0.07, 0.17, 0.12], [-0.09, -0.03, -0.09], [-0.30, 0.22, 0.77], [0.14, -0.02, 0.24], [0.08, -0.06, 0.09], [-0.01, 0.09, -0.07], [1.47, -1.21, 1.21], [0.01, 0.08, -0.01], [0.00, 0.09, -0.01], [-0.06, -0.02, 0.01], [0.04, 0.02, 0.18], [0.13, 0.05, 0.01], [-0.12, -0.08, 0.07], [0.13, -0.05, -0.10], [0.15, -0.25, 0.10], [0.04, 0.09, 0.04], [-0.01, 0.08, 0.00], [0.00, 0.06, 0.02], [0.29, 0.64, 0.28], [-0.11, 0.15, -0.04], [0.16, 0.00, -0.09], [0.36, 0.43, 1.90], [0.07, -0.02, 0.06], [-1.38, -3.48, 0.62], [0.60, -0.25, -0.15], [0.06, 0.04, 0.05], [-0.04, -0.05, -0.12], [0.14, -0.05, 0.06], [-0.08, 0.01, -0.03], [0.10, -0.04, 0.02], [-0.56, -0.02, 0.20], [0.11, -0.08, -0.10], [0.09, 0.00, -0.04], [-0.10, -0.01, -0.02], [0.49, -0.87, 0.63], [0.02, -0.04, 0.04], [-0.16, 0.06, -0.29], [0.03, 0.07, 0.04], [-0.07, 0.14, 0.05], [0.23, 0.44, 0.29], [-0.37, -0.47, -0.09], [-0.68, 2.11, 0.60], [-0.01, -0.02, 0.11]], "mulliken_charge": [0.176, 0.383, -0.913, 0.085, -1.692, -1.570, 0.563, 0.199, -0.149, 0.333, 0.228, 0.412, 0.811, 0.431, 0.809, 0.448, 0.318, -0.846, 0.650, 0.724, -1.795, -0.495, 1.144, 0.430, 0.210, -0.134, 0.079, 0.434, 0.470, 0.269, -0.707, -0.989, 0.506, 0.731, 0.487, 0.317, 0.387, 0.468, -0.990, 0.002, 0.465, -1.022, 0.699, 0.451, 0.375, 1.664, 0.342, -1.292, -1.645, 0.126, -0.732, 0.471, 0.416, 0.479, 0.021, 0.273, 0.430, 0.500, 0.524, 0.447, 0.317, -1.485, -1.607, 0.441, 0.438, 0.439, -1.000, -1.635, 0.561, -0.273, 0.499, 0.795, 0.173, 0.495, 0.540, 0.341, -0.897, -1.120, 1.840, -1.693, 0.439, 0.415, -1.119, 0.381, 0.134, 0.364, 0.402, -0.857, -0.797, 0.723, 0.526]}